{"formula": "C29H32BrN7O6SZr", "method": "ωB97M-V with the def2-TZVPD basis set", "species": ["Zr", "Br", "S", "O", "O", "O", "O", "O", "O", "N", "N", "N", "N", "N", "N", "N", "C", "C", "C", "C", "C", "C", "C", "C", "C", "C", "C", "C", "C", "C", "C", "C", "C", "C", "C", "C", "C", "C", "C", "C", "C", "C", "C", "C", "C", "H", "H", "H", "H", "H", "H", "H", "H", "H", "H", "H", "H", "H", "H", "H", "H", "H", "H", "H", "H", "H", "H", "H", "H", "H", "H", "H", "H", "H", "H", "H", "H"], "positions_angstrom": [[0.05246, -0.32825, 0.41863], [2.14130, 7.06438, 1.33020], [-1.71608, 1.02419, -1.04305], [-0.57358, -1.76808, -1.04534], [1.30862, -0.13147, 1.95560], [0.16937, -4.35969, 2.58348], [-0.24733, -1.05975, 3.89274], [0.08726, -2.48125, 1.41043], [3.01830, 0.28363, 3.31568], [0.60446, 2.38373, -1.42845], [-1.94903, -1.98722, -2.79013], [-1.29689, 3.43410, -2.04825], [1.13623, 1.23342, -0.92483], [-2.03599, -0.62912, 1.46969], [2.21050, -1.12988, -0.32875], [-0.58900, 1.64540, 1.65468], [0.41785, -0.49010, -4.08125], [0.42818, -1.77994, -3.23894], [0.07289, 2.91724, 1.61601], [2.72673, -2.33291, -0.09014], [-0.51364, -0.55232, -5.28826], [1.29933, 5.38741, 1.45191], [0.97337, -0.45304, 4.29412], [1.88733, -0.07717, 3.13519], [-0.74000, -1.85028, -2.30684], [-3.65519, 0.24654, 2.99460], [2.06052, 4.25308, 1.69946], [-1.64444, 1.55213, 2.35935], [-3.99396, -1.89071, 1.99090], [4.94305, -1.57485, -0.53482], [0.03655, -3.05419, 2.49000], [3.04588, -0.14026, -0.69672], [4.08312, -2.60173, -0.18677], [-0.07426, 5.29544, 1.28841], [-0.70081, 2.35811, -1.51992], [-2.79150, -1.72056, 1.32592], [-2.46923, 0.34595, 2.28887], [1.45137, 3.01231, 1.76966], [2.40823, 1.12059, -1.05183], [4.41303, -0.32157, -0.80495], [-1.99116, -0.73669, -4.95439], [-0.68704, 4.05682, 1.37375], [-4.43165, -0.89252, 2.84629], [-2.30570, -2.03314, -4.21765], [-0.23904, -2.45043, 3.85206], [-3.96291, 1.05481, 3.64386], [-1.23129, -2.81682, 4.13604], [-2.56297, -0.74199, -5.88361], [0.71657, 0.47328, 4.81028], [-0.39589, 0.36383, -5.86834], [-1.98203, 2.37462, 2.98711], [-2.40954, -2.47765, 0.65287], [3.12871, 4.34017, 1.84147], [2.97842, 1.93064, -1.49532], [0.46882, -2.89560, 4.55821], [-1.75382, 3.97129, 1.20561], [-0.65910, 6.18276, 1.09027], [-5.36444, -0.99557, 3.38390], [6.00840, -1.74640, -0.60592], [-2.36012, 0.10390, -4.35958], [1.43710, -0.32203, -4.43152], [-2.70204, -1.93715, -2.11864], [-4.57048, -2.79162, 1.83604], [2.05653, 2.13871, 1.96321], [5.04477, 0.50566, -1.09784], [-2.29419, 3.47002, -2.15328], [0.41262, -2.65179, -3.89955], [-0.73041, 4.20210, -2.37069], [1.32646, -1.84223, -2.63011], [-0.19169, -1.37012, -5.94124], [1.52721, -1.07900, 4.99637], [0.15949, 0.36094, -3.44421], [0.27423, -4.75968, 1.70506], [2.02331, -3.10734, 0.18077], [-1.79867, -2.88309, -4.67903], [4.44882, -3.59898, 0.01096], [-3.37229, -2.24300, -4.24952]], "forces_ev_per_a": [[0.0, 0.0, 0.0], [0.0, 0.0, 0.0], [0.0, 0.0, 0.0], [0.0, 0.0, 0.0], [0.0, 0.0, 0.0], [0.0, 0.0, 0.0], [0.0, 0.0, 0.0], [0.0, 0.0, 0.0], [0.0, 0.0, 0.0], [0.0, 0.0, 0.0], [0.0, 0.0, 0.0], [0.0, 0.0, 0.0], [0.0, 0.0, 0.0], [0.0, 0.0, 0.0], [0.0, 0.0, 0.0], [0.0, 0.0, 0.0], [0.0, 0.0, 0.0], [0.0, 0.0, 0.0], [0.0, 0.0, 0.0], [0.0, 0.0, 0.0], [0.0, 0.0, 0.0], [0.0, 0.0, 0.0], [0.0, 0.0, 0.0], [0.0, 0.0, 0.0], [0.0, 0.0, 0.0], [0.0, 0.0, 0.0], [0.0, 0.0, 0.0], [0.0, 0.0, 0.0], [0.0, 0.0, 0.0], [0.0, 0.0, 0.0], [0.0, 0.0, 0.0], [0.0, 0.0, 0.0], [0.0, 0.0, 0.0], [0.0, 0.0, 0.0], [0.0, 0.0, 0.0], [0.0, 0.0, 0.0], [0.0, 0.0, 0.0], [0.0, 0.0, 0.0], [0.0, 0.0, 0.0], [0.0, 0.0, 0.0], [0.0, 0.0, 0.0], [0.0, 0.0, 0.0], [0.0, 0.0, 0.0], [0.0, 0.0, 0.0], [0.0, 0.0, 0.0], [0.0, 0.0, 0.0], [0.0, 0.0, 0.0], [0.0, 0.0, 0.0], [0.0, 0.0, 0.0], [0.0, 0.0, 0.0], [0.0, 0.0, 0.0], [0.0, 0.0, 0.0], [0.0, 0.0, 0.0], [0.0, 0.0, 0.0], [0.0, 0.0, 0.0], [0.0, 0.0, 0.0], [0.0, 0.0, 0.0], [0.0, 0.0, 0.0], [0.0, 0.0, 0.0], [0.0, 0.0, 0.0], [0.0, 0.0, 0.0], [0.0, 0.0, 0.0], [0.0, 0.0, 0.0], [0.0, 0.0, 0.0], [0.0, 0.0, 0.0], [0.0, 0.0, 0.0], [0.0, 0.0, 0.0], [0.0, 0.0, 0.0], [0.0, 0.0, 0.0], [0.0, 0.0, 0.0], [0.0, 0.0, 0.0], [0.0, 0.0, 0.0], [0.0, 0.0, 0.0], [0.0, 0.0, 0.0], [0.0, 0.0, 0.0], [0.0, 0.0, 0.0], [0.0, 0.0, 0.0]], "e_above_lowest_kj_mol": 0.0, "homo_ev": -13.12, "total_charge": 2, "e_lumo_ev": -6.2, "energy_ev": -135460.2171, "gap_ev": 6.89}